Record 1
Below is a 25-piece molecular cluster, C30H37Cl72FNO5P2S overall in a non-equilibrium geometry, with properties calculated with ωB97M-V/def2-TZVPD.

As for the net charge: -1. The value obtained for the LUMO energy is 1.3 eV. As for the total energy: -35910.72095 Ha. For the HOMO-LUMO gap, the calculation gives 5.78 eV.

The geometry in XYZ format:
```
149
Properties=species:S:1:pos:R:3:forces:R:3
Cl 4.988361 4.236820 -5.282801 0.0974 -0.0724 -0.0490
Cl -3.965528 7.002385 0.479366 -0.0368 0.1756 0.1641
Cl -1.979886 2.846442 -9.313332 0.1508 0.0884 -0.1406
Cl -11.696273 -5.266426 -0.714878 0.0789 -0.0064 0.1389
Cl -3.484105 5.369998 -2.406453 -0.0301 0.3122 -0.4134
Cl -2.137270 8.649821 -5.874133 0.1484 0.0565 -0.0264
Cl -2.778177 0.750578 -6.693914 -0.0329 -0.0815 -0.0030
Cl 4.619753 -7.998735 7.577877 0.1232 0.0266 -0.0130
Cl 2.377222 3.601832 -8.367521 0.0584 -0.0407 0.0529
Cl -3.339870 -1.766745 6.035795 -0.0824 0.1303 0.0866
Cl 11.223994 -1.583180 1.584091 0.2472 0.3310 0.0490
Cl 0.147957 2.448631 -11.254898 -0.1061 0.1262 0.0701
Cl 6.721977 -11.668663 2.827547 -0.0530 -0.1758 0.0015
Cl -4.900615 3.077434 0.516397 0.1752 0.5382 -0.1060
Cl -5.802981 -0.398938 5.311947 0.0397 0.0295 0.1848
Cl 6.713752 -8.786597 0.429970 -0.1604 -0.2851 -0.1183
Cl -7.785946 9.672423 5.944925 0.0944 0.0704 -0.1002
Cl 5.594817 -5.513144 6.424676 0.0144 -0.1772 0.0538
Cl -12.208129 -6.318342 1.948855 0.1105 0.0720 -0.0530
Cl -10.994451 2.849104 1.869196 -0.3110 -0.1543 -0.1378
Cl 9.336395 -3.926164 1.970275 -0.1643 -0.6602 -0.0520
Cl -2.338727 -4.400149 -3.014509 -0.1032 0.1976 -0.0245
Cl -11.998348 1.891389 -0.688242 -0.0817 0.0217 0.1357
Cl -12.836557 0.592966 1.775779 -0.0799 0.0737 -0.0129
Cl -2.977684 -2.042004 -5.894682 -0.0154 0.0732 -0.5174
Cl -3.724698 -0.946946 2.475384 -0.0191 -0.0443 -0.2106
Cl -0.702060 -0.448886 -5.045837 -0.1946 -0.1264 -0.1466
Cl 9.613668 -5.065574 8.360781 0.0253 0.0003 -0.0793
Cl -9.697061 -2.954717 3.051098 -0.0339 0.0129 0.0374
Cl 4.398359 -10.413342 -0.248470 0.0849 0.0770 -0.0841
Cl 4.454242 -13.232949 3.760099 0.1302 -0.0364 -0.0634
Cl 8.761784 -0.181859 0.925145 0.3179 -0.0268 0.3046
Cl 5.436446 -13.572233 1.042842 0.0794 -0.0797 0.1570
Cl -8.195252 10.629484 3.228420 0.0901 0.0163 0.0922
Cl 6.405698 -8.062347 5.282260 -0.1131 -0.0709 0.1415
Cl -9.965900 -7.325669 0.392533 -0.0587 0.1479 0.0516
Cl -6.011939 -2.602918 1.779646 0.1245 -0.0040 -0.0701
Cl 2.077981 2.690886 -3.365968 0.0553 0.0094 0.1668
Cl -1.117357 11.111453 -7.041609 0.0619 -0.1095 0.0450
Cl -4.551381 -2.726964 -2.135566 -0.1284 0.0070 -0.0851
Cl -1.786941 8.146533 2.028677 -0.1394 0.0170 0.0069
Cl -0.317508 8.539333 -8.141107 0.0192 0.0524 0.1181
Cl -5.627435 6.503341 -4.014657 0.1270 -0.0941 0.0010
Cl 3.239918 1.080925 -9.538949 0.0440 0.0418 0.0933
Cl 9.039671 -6.056846 5.686483 0.2483 0.1622 0.1726
Cl -2.263060 3.888368 -12.015191 0.0667 0.0437 0.0643
Cl 5.515541 1.447915 -5.925735 0.1968 0.0001 0.1102
Cl -5.879245 0.159743 0.867227 0.1107 -0.4628 -0.0589
Cl -8.633593 -0.314783 2.453746 -0.3185 -0.1355 0.1742
Cl 1.062918 3.068813 -0.665190 0.1350 -0.0230 -0.0698
Cl -5.793111 3.745407 -3.105307 0.1609 0.1075 -0.0757
Cl 3.104401 9.655247 -2.319988 -0.0175 -0.1088 -0.0072
Cl -2.152773 3.817892 1.115905 -0.0212 0.0114 -0.0671
Cl 9.197014 -1.157057 3.630295 0.1875 0.2796 0.0688
Cl 0.812036 8.114574 -1.404427 0.1772 -0.0530 -0.1095
Cl 1.319009 1.088392 -7.352872 0.2036 0.1294 -0.0024
Cl -1.807307 -1.978349 -1.495458 -0.5644 -0.0669 -0.0054
Cl -9.647832 4.271251 4.468224 0.2157 0.0934 0.1154
Cl -2.707011 1.393212 -0.383011 0.0115 0.0922 -0.0834
Cl 3.353979 4.606721 -1.584081 0.0884 -0.0045 0.0261
Cl -7.151404 4.243640 2.958839 -0.1054 0.0972 0.1774
Cl 1.831299 7.741689 -4.104418 0.0624 -0.0561 0.0883
Cl -9.924066 -0.815522 5.010835 -0.0472 -0.0399 -0.1253
Cl 8.548935 -3.263026 6.341400 0.1431 -0.1644 0.0356
Cl -5.402971 -1.328633 8.039597 0.0528 0.0731 -0.0296
Cl -8.634239 6.724694 3.287469 0.0598 -0.0657 0.0865
Cl 4.543056 -7.645078 -1.131762 0.1510 -0.1485 0.0150
Cl 7.067885 -5.494809 2.895544 0.0764 -0.0352 -0.1676
Cl -5.744293 9.223425 3.922658 -0.4359 0.3251 0.3575
Cl -4.006530 6.839501 3.382957 0.2536 -0.1725 -0.2002
Cl 6.062034 2.451769 -3.251615 0.0698 0.0663 -0.2226
Cl 8.053103 -5.827580 0.181037 0.1875 0.2644 0.1182
S 1.198387 -2.511645 -2.629260 -0.1107 -0.2650 -0.6546
P 2.774392 -2.151393 0.496950 -0.2788 -0.3137 2.2086
P 1.964975 -3.491895 -1.107204 0.3102 0.4323 -1.3952
F 6.761472 -0.036840 -1.119903 -3.1597 0.7634 0.8478
O 4.844088 -1.101955 2.146637 -0.2440 -1.4248 0.1512
O 4.599957 -1.939887 -1.560734 -1.7415 3.0642 3.3403
O 1.560413 -2.934779 1.517677 -2.2181 2.2216 0.2091
O 1.702933 -0.854027 0.075269 -1.2880 -0.0019 0.7688
O 5.966960 1.428171 0.436544 -0.6001 -3.2418 -3.9421
N 4.275290 0.218074 -0.588588 2.4610 -1.8355 0.1918
C -10.961764 -5.910466 0.760320 0.0214 -0.0357 -0.0365
C -3.525326 7.816059 1.985603 0.0846 -0.1486 -0.1455
C -7.002160 10.326303 4.499803 0.0245 0.0598 -0.0884
C 8.500355 -5.481017 1.856904 -0.1102 0.0791 -0.0247
C -3.228877 3.049970 -0.059679 0.0894 -0.2148 0.0155
C 3.427282 -1.423691 2.134531 -0.6788 1.6721 0.9907
C -4.616506 -0.676526 6.593780 -0.0088 -0.0151 -0.1766
C -2.865358 -2.744407 -2.684579 0.4507 0.0924 0.2486
C -4.710060 5.037326 -3.639961 -0.1490 -0.1132 -0.0309
C -4.944477 -1.296433 1.243576 0.0502 -0.0290 0.0513
C 0.492110 -0.715599 0.847963 0.3620 -0.1026 0.5118
C -1.875211 -0.730156 -6.339251 0.3131 0.0885 0.2199
C 9.585266 -4.666035 6.636261 -0.0456 0.0970 -0.1447
C 9.964961 -0.488368 2.182850 -0.3022 0.1847 -0.2100
C -12.372026 2.127273 1.024795 0.2321 0.1532 -0.0810
C 5.683359 0.554826 -0.427816 0.5971 3.1141 3.8150
C 6.039559 2.846210 -4.974773 -0.0648 0.0430 0.2189
C 5.979664 -7.204692 6.770109 -0.0192 0.0856 -0.0435
C 5.884624 -13.222968 2.718617 0.0053 0.0742 0.0075
C -0.757511 9.419025 -6.669974 -0.0464 -0.0358 0.0487
C 2.258096 8.104147 -2.425182 -0.0825 -0.0099 0.1192
C -1.129651 3.539450 -10.700830 0.0275 -0.0725 0.0652
C 2.728824 1.895373 -8.052639 -0.1717 -0.0721 0.0049
C -9.908085 -1.212351 3.286263 0.1134 0.2373 -0.0513
C 5.671368 -2.272876 2.310792 1.5933 -0.1623 -0.0605
C 5.470039 -9.110878 -0.786018 -0.1261 0.1310 0.0030
C 4.019612 -1.241166 -0.671802 1.9027 -2.7456 -3.5529
C 0.543915 -1.966108 1.913236 -0.5446 1.2464 1.0072
C -8.192688 5.183594 4.037354 0.0780 -0.0082 -0.0968
C 2.506562 3.054416 -1.688875 -0.2240 -0.1848 -0.0719
H 5.962510 -9.429048 -1.702696 -0.0918 0.0487 0.2085
H 2.867975 -0.422350 2.315172 1.0760 -1.2934 -0.0880
H 6.562767 -14.001980 3.061019 -0.1531 0.1595 -0.0748
H 5.634311 -3.011965 1.439204 -0.2192 1.0350 1.1238
H 3.125775 -2.095870 3.026365 0.7326 0.7833 -1.4555
H 10.431868 0.457590 2.449615 -0.0588 -0.2297 -0.0362
H -0.669612 4.474885 -10.388222 -0.0851 -0.1954 -0.0645
H 9.179045 -6.260182 2.199153 -0.1325 0.1586 -0.0570
H 10.597657 -4.415049 6.325825 -0.2095 -0.0481 0.0734
H -0.476253 -2.446042 2.173740 1.5670 0.4307 -1.1224
H -4.204600 4.707910 -4.545782 -0.0677 0.0798 0.1990
H -10.320231 -5.141715 1.186892 -0.1420 -0.1400 -0.1011
H 2.927365 7.322947 -2.064924 -0.2064 0.1701 -0.1308
H -6.534076 11.272853 4.762810 -0.1239 -0.1890 -0.0442
H -13.215052 2.811239 1.099770 0.1554 -0.1741 -0.0056
H -4.435012 -1.620562 0.337624 -0.0909 0.0886 0.1550
H -4.162431 0.277935 6.852474 -0.0929 -0.2074 -0.0407
H -4.056217 8.764548 2.029912 0.1420 -0.1922 -0.0408
H -3.178719 3.613047 -0.990842 -0.0246 -0.3307 0.4276
H 3.114226 -4.254521 -1.550568 -0.7414 -0.0308 0.5314
H 0.535168 0.331693 1.344680 0.0017 -1.7616 -0.2477
H -0.487953 -0.655588 0.265269 1.5209 -0.5128 0.1677
H -2.796779 -2.169446 -3.606013 -0.0614 -0.2252 0.4194
H 5.491773 -2.849200 3.285315 -0.1606 0.8509 -1.1917
H 6.763566 -1.896418 2.357784 -1.7887 -0.4958 -0.0654
H 7.050953 3.107500 -5.279441 -0.2173 -0.0751 0.0446
H 0.748516 -1.382404 2.896709 0.4099 -1.3655 -1.1295
H 3.545259 1.841457 -7.334667 -0.2501 0.0682 -0.1975
H 3.608683 -3.293669 0.775509 0.3899 0.1271 -0.3976
H -7.635740 5.393448 4.948510 -0.1310 -0.0343 -0.1789
H -10.864610 -0.923198 2.859960 0.1629 -0.0726 0.0833
H 1.036647 -4.408645 -0.513786 0.6532 0.0991 -0.1817
H 3.174734 2.274064 -1.329483 -0.0910 0.1139 -0.1207
H 6.838286 -7.231372 7.438645 -0.1532 0.0174 -0.1497
H 0.090273 9.390980 -5.987741 -0.1717 0.0029 -0.1240
H -1.334459 -1.024048 -7.237066 -0.1497 0.0374 0.1577
H 3.815907 0.588234 0.261259 0.3985 -0.1726 -0.6147
```
Forces are in eV/Å.


Record 2
Below is a 2-piece molecular cluster, C8H8N2O2 overall in a non-equilibrium geometry, with properties calculated with ωB97M-V/def2-TZVPD.

The calculation puts the energy above the lowest of the compared OMol25 structures with the same formula, charge and spin at 249.0 kJ/mol. The value obtained for the LUMO energy is 0.5 eV. As for the total energy: -569.54887 Ha. For the HOMO-LUMO gap, the calculation gives 8.14 eV.

The geometry in XYZ format:
```
20
Properties=species:S:1:pos:R:3:forces:R:3
O -0.160214 -2.916717 -2.012934 2.1027 -1.7399 -0.5430
O -1.977118 -1.709060 -1.386379 -2.5753 0.9678 0.9272
N 0.137462 -0.300922 -1.078231 1.3010 -1.1133 -0.1762
N -0.252104 0.555910 -1.953839 -0.4846 2.2217 2.3675
C -1.021523 -2.277679 -1.631829 -0.1878 -0.1027 -0.4220
C 1.342353 -0.268738 2.447924 1.5625 -0.5146 -3.7908
C 1.275986 -0.542145 1.031212 -2.2890 0.8515 1.8305
C 0.604642 0.751623 2.976092 0.1882 -0.8125 -0.0925
C 0.259089 0.060672 0.229083 1.7412 0.3378 1.6378
C -0.485112 0.265444 -3.163547 0.8403 -2.4587 -3.3354
C -0.506264 1.017343 0.849760 -2.1058 0.1977 0.4345
C -0.363610 1.346759 2.204137 -0.9029 2.2646 0.1204
H -0.634697 0.982696 -3.971941 -0.1843 0.0066 0.7916
H 0.920585 0.843413 3.981402 -0.7798 1.3137 1.1510
H 1.702761 -1.363231 0.562132 1.5297 -1.3049 -0.5160
H -0.966228 2.227198 2.605958 0.6286 -1.5278 -0.4613
H 2.193622 -0.635025 3.023782 -0.4602 -0.4514 -0.1333
H -0.450162 1.528070 -1.608368 0.2581 -0.7017 -0.4073
H -1.457013 1.242374 0.328351 0.6277 0.6344 0.3620
H -0.162454 -0.807984 -3.432763 -0.8103 1.9317 0.2555
```
Forces are in eV/Å.


Record 3
Below is a 3-piece molecular cluster, C16H31F4NO11P2S overall in a non-equilibrium geometry, with properties calculated with ωB97M-V/def2-TZVPD.

The calculation puts the energy above the lowest of the compared OMol25 structures with the same formula, charge and spin at 0.0 kJ/mol. The value obtained for the LUMO energy is -1.4 eV. As for the total energy: -2990.89783 Ha. As for the SMILES: O=C(ON=C=S)OC(F)(F)C(F)F.CCOP(=O)(OCC)OCC.CCOP(=O)(OCC)OCC. For the HOMO-LUMO gap, the calculation gives 8.69 eV.

The geometry in XYZ format:
```
66
Properties=species:S:1:pos:R:3:forces:R:3
S 4.403705 -0.364237 -0.085920 -0.4478 -1.0571 -0.9371
P 4.076089 -1.904302 5.318189 -1.3673 -8.2620 0.8752
P -5.098458 3.546988 -4.948268 4.1779 -0.8118 -7.0790
F -0.970693 0.228050 -1.588289 1.0041 -0.2606 0.2163
F -0.988722 -1.811325 -0.287229 1.1422 -0.5299 -0.1093
F 0.586138 -0.552632 -2.902335 0.0275 0.1484 0.8458
F 1.098223 -1.528062 0.336310 -0.2896 -0.2299 -0.6614
O 2.735481 -2.862419 5.471131 -0.2371 1.1402 0.2581
O 2.909608 -2.871130 -2.308479 -1.6798 -0.4867 -0.4841
O -3.804603 3.241637 -3.933192 -2.8473 0.5326 1.1050
O 4.137145 -1.936326 3.812188 0.7979 3.9574 0.7686
O 0.599195 -2.752270 -1.556267 1.1381 0.7110 0.3269
O -4.620009 2.267060 -5.882391 -0.2355 -0.2855 1.0568
O 3.950545 -1.528481 6.943737 0.4844 2.1976 -2.1421
O -4.228929 4.730834 -5.688138 -0.3096 0.0108 0.9803
O -6.437227 3.752948 -5.609333 -0.8737 0.3921 3.9408
O 5.209316 -3.040856 5.674764 0.1471 1.0699 0.1215
O 2.202623 -3.940761 -0.549469 -0.0282 -1.4888 1.5096
N 3.136025 -1.466471 -2.313880 0.4177 -0.0196 0.8177
C -5.587250 1.431554 -6.516412 -0.1818 -0.0089 -0.3469
C 3.747466 -1.149424 -1.277918 0.4017 2.0607 0.5689
C -3.782227 6.334425 -3.907031 -0.0542 0.0423 0.1175
C -5.824776 1.864591 -7.950626 0.1090 0.0658 -0.2139
C 0.294882 -0.316933 -1.603813 -0.4763 0.1115 0.5635
C 0.286863 -1.665193 -0.736026 -1.5328 0.9506 -0.9912
C -4.406149 6.080538 -5.267672 0.0678 0.2546 0.0819
C -3.752544 1.981492 -3.230683 0.3995 -0.3184 0.2825
C -2.934037 0.946249 -3.985362 -0.3503 -0.4250 -0.3210
C 1.902842 -3.211077 -1.403101 0.6216 0.2368 -0.7258
C 1.786689 -2.955282 4.407248 -0.0565 -0.2615 -0.3143
C 6.588276 -2.696852 5.568844 0.2756 0.0194 0.0851
C 2.056054 -4.170606 3.540297 0.0371 -0.2242 0.0032
C 7.025569 -1.766917 6.686374 0.0489 0.1232 -0.0072
C 1.712827 -1.782769 7.918831 -0.4293 -0.0764 -0.3424
C 2.778643 -0.826085 7.406526 -0.2479 0.1104 0.5023
H -6.517400 1.406990 -5.947190 0.0162 0.1691 -0.0688
H -2.743992 6.001490 -3.889657 -0.0239 0.0376 -0.0534
H -2.137154 1.410216 -4.567585 0.0020 0.0580 0.1630
H -3.917548 6.709041 -6.013689 -0.0344 -0.1527 -0.0839
H -6.685325 1.342418 -8.374709 0.0504 -0.0170 0.0153
H 0.794855 -3.048971 4.857965 0.0921 -0.0030 0.2003
H -5.195289 0.410753 -6.510393 0.1877 0.0735 0.0894
H 1.770221 -2.038598 3.815879 0.1576 -0.0758 -0.0288
H 3.104478 -4.245406 3.248597 -0.0470 0.2462 -0.0272
H -2.507939 0.216924 -3.298432 0.0556 0.1919 0.0942
H 1.083639 -1.294067 8.665147 0.2001 0.0573 0.1103
H -5.997366 2.938391 -8.034072 -0.1268 -0.0589 0.2138
H -3.818792 7.398909 -3.659761 -0.0210 -0.0743 -0.0405
H -3.261673 2.184099 -2.277503 -0.1495 0.1802 -0.0042
H 0.989299 0.383758 -1.094339 -0.2276 -0.1746 -0.7652
H 1.820032 -5.085516 4.087840 -0.0580 0.0399 -0.0087
H -3.554646 0.377555 -4.678347 0.0581 0.1794 -0.0721
H 1.041709 -2.095320 7.118828 0.1500 -0.0923 0.0250
H 6.747818 -2.174058 7.659007 0.0324 -0.0402 -0.0476
H -4.312547 5.786655 -3.124484 0.0070 0.0546 0.0240
H 6.787175 -2.252982 4.588266 -0.0034 -0.0335 -0.0108
H 2.154666 -2.684048 8.344490 0.0723 0.1408 0.0589
H 3.107763 -0.196814 8.234648 0.1757 0.0491 -0.1606
H -4.759989 1.618374 -3.018878 0.0262 -0.0338 0.0236
H 8.108148 -1.616153 6.659773 -0.0803 -0.0205 -0.0273
H -4.948295 1.642315 -8.563036 -0.0304 -0.0606 0.0240
H 2.387702 -0.173164 6.623919 -0.0347 0.0106 0.0373
H 6.545294 -0.789851 6.593614 0.0577 0.0165 0.0120
H -5.471166 6.332892 -5.264461 0.0051 -0.0010 -0.0313
H 1.447063 -4.142332 2.633902 0.0028 -0.0080 0.0422
H 7.150676 -3.629457 5.632058 -0.1647 -0.0476 -0.0548
```
Forces are in eV/Å.